(1)
{
  "formula": "C7H6",
  "method": "wB97M-V/def2-TZVPD",
  "species": ["C", "C", "C", "C", "C", "C", "C", "H", "H", "H", "H", "H", "H"],
  "coordinates": [[0.69707, 0.86578, 0.55178], [0.64786, -0.56929, 0.97412], [-0.78153, 2.85391, -0.43693], [-0.23800, 1.58403, -0.04706], [0.40326, -1.68442, 0.33231], [0.53807, -2.64705, -0.49589], [-1.70533, 1.88930, -0.32367], [1.57259, 1.46925, 0.67010], [1.01047, -0.84768, 1.90494], [-0.68213, 3.83258, -0.69561], [-0.25564, -3.43140, -0.70005], [1.44205, -2.85378, -1.04206], [-2.67831, 1.45667, -0.20496]],
  "forces_ev_per_angstrom": [[-0.499, -0.517, -0.514], [-0.195, 0.330, -1.109], [-1.704, -3.553, 0.285], [-2.976, 0.490, 0.177], [0.327, 2.345, -0.443], [-1.694, -3.118, -1.192], [3.436, -0.044, 0.558], [0.968, -0.445, 0.446], [0.828, 0.281, 2.188], [0.518, 2.554, -0.481], [0.754, 1.195, 0.319], [0.473, 0.206, 0.117], [-0.237, 0.276, -0.349]],
  "fmax_ev_per_a": 4.0,
  "gap_ev": 8.973,
  "e_tot_ev": -7350.2029,
  "relative_energy_kcal_mol": 76.01,
  "lumo_energy_ev": 1.1
}


(2)
{
  "formula": "C7H6",
  "method": "wB97M-V/def2-TZVPD",
  "species": ["C", "C", "C", "C", "C", "C", "C", "H", "H", "H", "H", "H", "H"],
  "coordinates": [[-2.19309, -1.24815, 0.18261], [-1.47810, -0.19190, 0.02674], [0.89391, -0.24743, -0.76245], [0.82596, -0.30417, 0.83133], [-0.44632, 0.38492, -1.10549], [-0.44401, 0.52148, 0.98164], [-0.72348, 1.43248, -0.09424], [1.67244, 0.56289, -1.19751], [1.10145, -1.29664, -1.14155], [0.62449, -1.39546, 1.02763], [1.60314, 0.28699, 1.37684], [-0.77515, 0.54074, -2.16312], [-0.66124, 0.95426, 2.03757]],
  "forces_ev_per_angstrom": [[-0.040, 0.311, -0.104], [0.747, 1.165, -0.450], [1.958, 0.339, -0.555], [-0.440, 0.096, -1.602], [-0.217, -0.103, -0.935], [0.108, 0.735, 4.116], [-1.366, -0.276, -1.125], [-1.357, -2.145, 1.044], [-0.219, 1.538, -0.018], [0.806, 1.365, 0.749], [-0.192, -1.285, -0.441], [0.287, -0.404, 1.057], [-0.076, -1.337, -1.736]],
  "fmax_ev_per_a": 4.2,
  "gap_ev": 8.046,
  "e_tot_ev": -7347.3393,
  "relative_energy_kcal_mol": 142.04,
  "lumo_energy_ev": -1.0
}


(3)
{
  "formula": "C7H6Br2FP",
  "method": "wB97M-V/def2-TZVPD",
  "species": ["C", "C", "C", "C", "C", "C", "F", "C", "P", "Br", "Br", "H", "H", "H", "H", "H", "H"],
  "coordinates": [[0.22215, 1.77549, -2.72938], [0.81036, 1.22937, -1.53288], [1.18742, 0.72217, -0.50159], [1.87375, 0.24830, 0.62754], [1.45903, -0.59445, 1.59364], [0.17109, -1.20997, 1.75970], [0.18495, -2.27597, 2.59505], [-1.01088, -0.84600, 1.24512], [-2.50566, -1.81646, 1.53680], [-2.69611, -2.62783, -0.54366], [-3.92770, -0.11141, 1.42897], [0.52640, 2.81594, -2.84323], [0.56339, 1.21796, -3.60165], [-0.86442, 1.71879, -2.67875], [2.89504, 0.61091, 0.68787], [2.17790, -0.88402, 2.34869], [-1.06671, 0.02719, 0.60777]],
  "forces_ev_per_angstrom": [[-0.008, 0.204, -0.312], [-0.001, -0.655, 1.071], [-0.321, 0.545, -1.001], [0.203, -0.499, 0.741], [0.706, 0.269, -0.144], [-1.209, 0.085, -0.157], [0.314, 0.034, -0.060], [0.289, -0.079, 0.003], [0.259, 0.056, -0.016], [-0.063, -0.072, -0.069], [-0.182, 0.112, 0.036], [-0.087, 0.026, -0.115], [-0.039, 0.035, -0.059], [-0.018, 0.040, -0.057], [0.008, -0.081, 0.136], [0.058, 0.035, 0.036], [0.090, -0.056, -0.032]],
  "fmax_ev_per_a": 1.3,
  "gap_ev": 8.320,
  "e_tot_ev": -159446.1622,
  "relative_energy_kcal_mol": 39.03,
  "lumo_energy_ev": -0.6,
  "smiles": "CC#C/C=C\\C(F)=C\\P(Br)Br"
}


(4)
{
  "formula": "C7H6BrNO3",
  "method": "wB97M-V/def2-TZVPD",
  "species": ["O", "N", "O", "C", "Br", "O", "C", "C", "C", "C", "C", "C", "H", "H", "H", "H", "H", "H"],
  "coordinates": [[1.92272, -0.07042, 4.42785], [1.02660, 0.07573, 3.61172], [0.28405, 1.21607, 3.92663], [0.62733, -0.77554, 2.70946], [1.75803, -2.30413, 2.54387], [-0.49653, -0.73035, 2.04100], [-0.35168, -0.48032, 0.70728], [0.89094, -0.13427, 0.21342], [1.07426, -0.03692, -1.16183], [-0.03395, -0.18102, -1.99333], [-1.28972, -0.47351, -1.47427], [-1.43106, -0.70034, -0.10970], [0.25690, 1.30128, 4.87939], [1.74579, -0.17823, 0.96637], [2.00253, 0.28842, -1.68059], [-0.02767, -0.06793, -2.97714], [-2.23050, -0.61506, -2.14426], [-2.35471, -1.03941, 0.44738]],
  "forces_ev_per_angstrom": [[1.925, -0.825, 0.449], [-1.150, 0.310, 1.815], [-1.581, 0.442, -2.835], [1.303, -0.595, 1.277], [-0.451, 0.354, 0.060], [-0.858, 0.465, 0.706], [0.689, -0.066, -1.342], [1.780, -0.535, 0.606], [-0.059, 0.871, -0.850], [-0.945, -0.392, 3.843], [-1.885, -0.844, -0.346], [-1.466, -0.117, 0.921], [0.606, -0.621, 0.601], [-1.036, 0.686, -1.607], [-0.462, -0.537, 0.955], [0.722, 0.585, -4.186], [1.995, 0.330, 1.128], [0.873, 0.489, -1.194]],
  "fmax_ev_per_a": 4.3,
  "gap_ev": 9.498,
  "e_tot_ev": -85026.2190,
  "relative_energy_kcal_mol": 36.27,
  "lumo_energy_ev": 0.5,
  "smiles": "[O-]/[N+](O)=C(\\Br)Oc1ccccc1"
}


(5)
{
  "formula": "C7H6Cl2CoN2O3Tl",
  "method": "wB97M-V/def2-TZVPD",
  "species": ["Tl", "Co", "Cl", "Cl", "C", "C", "C", "O", "O", "O", "C", "C", "N", "C", "C", "N", "H", "H", "H", "H", "H", "H"],
  "coordinates": [[-1.25905, 0.74914, -4.36637], [-0.82956, -0.27922, -1.41147], [-2.18817, -1.39539, -2.71304], [-1.07761, 1.86609, -1.86142], [0.65025, 0.12936, -0.53805], [-2.71119, 0.14235, -7.21093], [-1.70220, 2.51350, -7.47232], [1.61440, 0.31479, 0.08546], [-3.20209, -0.16715, -8.19749], [-1.84916, 3.04997, -8.47641], [-0.10929, -3.35415, 0.20483], [-1.14178, -2.44134, 0.71986], [-1.53982, -1.27392, 0.21266], [-2.58761, -0.80006, 1.01296], [-2.78134, -1.69499, 2.03061], [-1.87978, -2.72611, 1.81594], [0.34586, -3.91376, 1.03427], [-0.55321, -4.04249, -0.53064], [0.66393, -2.76099, -0.29553], [-3.10125, 0.11519, 0.77147], [-3.46449, -1.65680, 2.86069], [-1.77958, -3.57471, 2.36550]],
  "forces_ev_per_angstrom": [[-0.113, 0.124, -1.554], [-3.576, -1.206, -1.180], [0.493, 0.460, 0.725], [0.385, -0.663, 0.722], [7.674, 2.006, 5.234], [-1.396, -0.147, -3.852], [-1.057, 1.494, -4.397], [-5.032, -0.928, -3.379], [1.629, 0.797, 3.587], [0.705, -1.761, 3.840], [0.159, 0.660, 0.219], [0.435, -1.282, 0.119], [-1.128, 1.624, 0.400], [2.104, 0.939, -3.215], [0.987, -3.329, 1.536], [-1.652, 1.669, 0.597], [-0.097, -0.067, -0.309], [0.018, -0.086, 0.117], [0.043, -0.266, -0.050], [-0.214, 0.177, 0.222], [-0.272, -0.080, 0.303], [-0.096, -0.135, 0.314]],
  "fmax_ev_per_a": 9.5,
  "total_charge": 4,
  "gap_ev": [6.053, 4.366],
  "e_tot_ev": -83791.3587,
  "relative_energy_kcal_mol": 14.20,
  "lumo_energy_ev": [-18.3, -19.7],
  "spin_multiplicity": 5
}


(6)
{
  "formula": "C7H6Cl2N2O3STbY",
  "method": "wB97M-V/def2-TZVPD",
  "species": ["Y", "Tb", "Cl", "Cl", "C", "C", "C", "O", "O", "O", "C", "N", "C", "C", "N", "C", "S", "H", "H", "H", "H", "H", "H"],
  "coordinates": [[1.19445, -2.92121, -4.23108], [-0.30172, -0.94680, 0.11996], [0.74484, -0.59646, -4.79799], [1.08053, -2.85939, 0.78277], [-1.96141, -1.35980, 1.91746], [-0.30663, -3.78503, -5.71172], [-0.56491, -3.88805, -3.09872], [-2.64451, -1.53113, 2.83346], [-1.13217, -4.28126, -6.36679], [-1.46348, -4.48405, -2.65951], [0.88479, 3.54252, 0.63948], [0.48070, 2.39117, 1.44584], [-0.28883, 2.41937, 2.60402], [-0.42972, 1.15562, 3.04744], [0.20114, 0.33540, 2.09179], [0.84668, 1.14518, 1.13664], [1.65782, 0.65486, -0.29584], [1.97635, 3.55590, 0.53061], [0.43379, 3.47601, -0.35897], [0.55641, 4.46238, 1.13096], [-0.64701, 3.35850, 3.00280], [-0.93741, 0.73401, 3.89419], [0.62030, -0.57774, 2.34321]],
  "forces_ev_per_angstrom": [[4.028, 3.213, -0.809], [0.185, -0.942, -1.100], [0.089, -1.891, 0.732], [-0.724, 0.504, -0.577], [-4.157, -1.146, 4.995], [-6.342, -3.798, -5.716], [-6.889, -4.417, 3.852], [3.114, 0.759, -4.180], [4.641, 2.849, 3.581], [4.867, 3.265, -2.351], [0.138, 0.684, -0.355], [0.350, -0.471, -0.217], [0.187, -0.010, 0.111], [-0.149, 0.243, -0.430], [1.249, -0.393, -0.089], [-0.672, 1.250, 0.956], [-0.055, -0.102, 0.315], [-0.260, -0.016, 0.146], [0.028, 0.013, 0.291], [0.063, -0.234, -0.080], [0.018, -0.097, 0.083], [-0.029, 0.043, 0.231], [0.319, 0.695, 0.612]],
  "fmax_ev_per_a": 9.3,
  "total_charge": 4,
  "gap_ev": [4.702, 4.728],
  "e_tot_ev": -75792.7359,
  "relative_energy_kcal_mol": 1.82,
  "lumo_energy_ev": [-16.7, -16.7],
  "spin_multiplicity": 7
}